No. 1
{"formula": "C19H43O2P3SSc", "method": "ωB97M-V/def2-TZVPD", "total_charge": 3, "lumo_ev": [-11.89, -11.89], "de_lowest_kcal_mol": 24.5, "species": ["H", "H", "C", "H", "H", "H", "H", "C", "C", "H", "C", "H", "O", "H", "H", "H", "H", "H", "C", "H", "C", "H", "H", "H", "H", "H", "S", "H", "C", "H", "H", "P", "P", "H", "H", "C", "C", "O", "H", "H", "C", "H", "C", "H", "C", "C", "H", "C", "C", "H", "C", "H", "C", "H", "H", "H", "H", "Sc", "P", "H", "H", "H", "H", "H", "C", "H", "H", "H", "C"], "xyz": [[-4.4503, -4.2630, -1.1636], [3.3252, -0.1741, 2.5185], [-2.6030, 3.1299, 1.7843], [1.4714, 5.3014, -2.4595], [0.6760, 0.7782, 2.0815], [1.3145, 3.5821, 1.5562], [0.4611, -3.6343, 3.1413], [-2.9701, 1.4974, -0.4522], [0.5819, 0.0198, 2.8688], [-0.1673, 4.9155, -1.8120], [1.9676, -0.0025, -4.7586], [-1.7203, 3.7788, 1.7019], [-1.6550, -2.4295, 0.0288], [-2.9324, -3.8027, -1.9878], [-3.7693, 2.2505, -0.4528], [-4.0620, -0.0898, 1.4554], [-0.4814, -0.1179, 3.1001], [3.3366, -1.5681, 3.6609], [1.1226, 0.1061, -2.0855], [-3.4170, 3.5526, 1.1816], [0.7871, 4.4942, -2.1577], [-2.9043, 3.0731, 2.8382], [2.3015, -0.0453, -5.7905], [3.5066, 2.2190, -0.6869], [1.3286, -3.0725, -2.3433], [0.1101, -2.2928, 4.2680], [-3.1938, -2.6792, 0.0983], [3.0960, -0.7371, -1.6066], [2.4306, -0.4084, -2.4107], [2.1360, 5.0506, 0.9336], [0.3585, 4.8930, 0.7833], [1.3223, -1.5393, 2.2744], [-2.1473, 1.4442, 1.1928], [1.1185, 0.3835, 3.7572], [-2.8616, -2.9712, 2.4448], [0.9244, -3.5080, -1.3947], [1.7391, -3.5891, -0.1967], [0.8245, 0.4969, -0.8363], [0.8445, 2.3448, -0.8359], [3.7067, -1.8131, 1.9300], [-3.3235, -3.5757, 1.6542], [2.7580, -3.1333, -0.2210], [3.0925, -1.2419, 2.6368], [3.8619, -0.7194, -3.9680], [2.8400, -0.3944, -3.7291], [1.3112, 4.3463, 0.7668], [0.6117, 3.8222, -3.0075], [-3.3783, -4.0692, -1.0279], [0.6679, 0.4422, -4.4594], [-2.8471, -4.5598, 1.5620], [0.8639, -2.7218, 3.5967], [1.5581, -4.3743, 0.5815], [0.2399, 0.4895, -3.1570], [-4.0040, 1.1566, 2.7514], [-2.8698, -4.9567, -0.6294], [-2.2153, 1.7711, -1.2009], [-0.0096, 0.7383, -5.2665], [0.2406, -2.1672, 0.0078], [1.5435, 3.5682, -0.8264], [3.8872, 3.9836, -0.7038], [-3.3791, 0.5098, -0.7045], [-2.8828, -0.2346, 2.7816], [1.7547, -2.9984, 4.1849], [0.0670, -4.2017, -1.5418], [-3.4070, 0.4761, 2.1295], [-4.3923, -3.6946, 1.8644], [-0.7497, 0.8550, -2.8845], [3.4418, 3.1209, -2.2204], [3.2619, 3.1895, -1.1384]], "atomic_forces_ev_per_a": [[0.22, 0.05, 0.06], [-0.07, -0.35, 0.01], [0.47, 0.21, 0.04], [-0.38, -0.11, -0.03], [-0.16, -0.19, 0.18], [0.03, 0.25, -0.20], [0.02, 0.01, 0.33], [0.19, 0.09, -0.23], [0.05, 0.38, -0.08], [0.28, -0.09, -0.16], [0.12, 0.02, 0.26], [-0.36, 0.03, 0.13], [-0.28, -0.13, 0.10], [-0.18, 0.21, 0.06], [0.09, -0.37, -0.16], [0.03, 0.19, 0.18], [0.30, 0.10, -0.08], [-0.20, 0.21, -0.42], [0.06, 1.12, 1.28], [0.15, -0.08, 0.29], [0.28, 0.50, -0.11], [0.16, 0.18, -0.27], [-0.02, 0.06, 0.14], [-0.02, 0.32, -0.01], [-0.34, -0.30, 1.05], [0.18, -0.09, -0.19], [0.17, -0.94, 0.20], [-0.15, 0.29, -0.21], [-0.69, 0.15, 0.11], [-0.25, -0.07, 0.08], [0.27, -0.18, 0.02], [0.24, 0.84, 1.94], [-0.45, 0.05, -0.21], [-0.17, -0.30, -0.11], [-0.19, -0.06, -0.27], [3.98, -3.21, -1.01], [0.82, -2.69, -3.52], [-0.04, -3.05, -1.05], [0.15, 0.32, 0.27], [0.10, 0.15, 0.28], [-0.27, 0.03, 0.07], [-0.94, -0.18, 0.13], [0.43, -0.13, -0.64], [-0.54, 0.13, 0.00], [0.39, -0.52, -0.21], [0.11, 0.21, 0.22], [0.09, 0.19, 0.19], [-0.13, -0.20, -0.07], [-0.18, -0.20, -0.39], [-0.06, 0.33, 0.00], [-0.05, -0.58, -0.06], [-0.13, 0.78, -0.57], [0.13, -0.27, 0.51], [-0.01, -0.44, -0.16], [-0.18, 0.29, 0.02], [-0.29, -0.03, 0.00], [0.32, -0.09, 0.28], [-2.61, 6.96, 1.95], [-0.78, -0.51, -0.26], [-0.07, -0.30, -0.22], [0.09, 0.26, -0.06], [-0.27, 0.10, 0.08], [-0.43, 0.08, -0.23], [0.30, 0.69, 0.37], [0.03, -0.22, 0.23], [0.14, 0.00, 0.02], [0.22, -0.03, -0.08], [-0.04, 0.07, 0.29], [0.34, 0.00, -0.06]]}

No. 2
{"formula": "C11H38O8", "method": "ωB97M-V/def2-TZVPD", "lumo_ev": 0.47, "smiles": "CCO.CCO.CCO.CO.CO.CO.CO.CO", "de_lowest_kcal_mol": 93.9, "species": ["H", "C", "O", "H", "C", "H", "C", "H", "H", "H", "H", "H", "C", "O", "H", "H", "C", "O", "C", "H", "H", "H", "H", "C", "H", "C", "H", "O", "H", "H", "H", "H", "H", "C", "O", "H", "H", "C", "H", "H", "H", "O", "H", "H", "H", "H", "H", "H", "H", "C", "H", "H", "H", "H", "H", "O", "O"], "xyz": [[2.2016, 2.2726, 2.4736], [1.2652, 2.7962, 2.3062], [0.4189, 2.9036, -2.7916], [0.0978, -4.8039, 0.5375], [-2.5953, 1.0829, -1.4536], [0.7592, 4.8075, -2.7278], [1.0280, -2.0839, 4.4929], [-2.7845, 3.2257, -1.8582], [-0.3416, 4.1793, -1.4044], [-0.4768, -3.0565, -1.8298], [1.7129, -0.1775, 5.1657], [1.3562, -2.5546, 0.2388], [-0.0462, 4.1642, -2.4345], [-1.2622, 1.1143, -1.0538], [0.4029, -2.5431, 3.7351], [-0.6973, -1.7506, -4.2146], [-0.7184, -1.9990, -1.9477], [0.7724, -4.3878, 1.0845], [-2.8616, 2.2856, -2.3955], [-2.1415, -1.6750, 0.6861], [1.5285, 0.6473, 0.6671], [-0.5727, -0.1296, 3.5594], [-3.9102, 2.2071, -2.6537], [-0.2480, -1.2812, -3.3527], [-0.2545, -0.1427, 0.7895], [-1.4196, -1.5890, 1.4539], [-1.8607, -2.0052, -1.9671], [0.8924, 2.5206, 1.0646], [1.8322, 0.8513, -1.4709], [0.7709, -1.3401, -3.4763], [1.5404, -3.9864, -0.7914], [1.9702, -2.6175, 4.4426], [1.4561, 3.8769, 2.4386], [1.1425, -0.6108, 4.3219], [-0.8966, -0.2391, 1.4962], [-0.4434, -1.3794, -1.1455], [0.4807, 2.4459, 3.0217], [1.6059, -3.6330, 0.2063], [0.6066, -2.2327, 5.4380], [-3.2170, 0.9306, -0.5888], [-2.3368, 2.3203, -3.3515], [-0.4252, 0.0946, -3.4108], [-0.5479, 0.3575, -4.2951], [-1.0173, 4.3788, -2.8908], [-2.7227, 0.1625, -2.0223], [-0.0232, 2.8430, 1.0112], [0.0501, 2.2253, -2.2768], [2.6208, -3.6475, 0.5847], [2.0217, -0.8888, -1.6127], [2.2583, -0.0026, -1.0450], [3.3155, 0.1597, -0.9485], [-1.8592, -1.7152, 2.3948], [1.6477, -0.3736, 3.4034], [-0.7672, 0.5158, -1.6077], [-0.6222, -2.2609, 1.4275], [1.4975, -0.1455, 0.1619], [-0.1834, -0.1167, 4.4153]], "atomic_forces_ev_per_a": [[0.16, -0.05, 0.50], [0.81, 0.75, 3.74], [1.34, 0.26, -1.70], [0.02, 0.02, 0.26], [0.64, -0.06, -2.10], [-0.08, 1.00, 0.20], [0.98, -0.72, -0.97], [0.34, 0.13, 0.01], [0.60, 0.40, 1.07], [0.63, 0.35, -0.23], [-0.21, -0.07, -0.44], [-0.24, -0.45, -0.15], [-0.97, -0.65, -0.10], [1.11, 0.49, 1.33], [-0.27, 0.09, -0.17], [-0.46, -0.43, -0.09], [-2.39, 0.90, -3.34], [-0.05, -0.07, -0.31], [-1.54, -0.62, 0.96], [-0.69, -0.41, -0.95], [0.04, 1.46, 0.51], [-0.46, 0.05, -1.48], [-0.51, 0.14, -0.25], [-1.04, -2.02, 1.47], [0.13, 0.07, -0.29], [0.71, 2.53, 0.38], [1.32, 0.15, 0.07], [-2.01, -0.39, -3.73], [-0.29, 1.32, -1.55], [2.62, -1.28, -0.02], [0.19, -0.37, -0.99], [0.42, 0.00, 0.08], [-0.04, -0.22, 0.30], [-0.28, -0.02, 0.84], [-0.62, -0.51, 0.57], [0.71, 0.40, 1.23], [0.83, 0.28, 0.02], [-0.13, 1.29, 1.31], [-0.77, -0.59, 1.45], [-0.50, 0.79, 0.42], [0.47, -0.31, 0.44], [-0.96, 0.76, 2.11], [-0.23, 0.66, -1.51], [0.27, 0.38, -0.75], [-0.34, -0.09, -0.31], [0.35, -0.54, -0.77], [-1.13, -1.23, 1.23], [0.29, -0.47, -0.07], [0.26, -0.18, -0.37], [-1.19, -0.34, 0.97], [0.58, -0.25, 0.48], [-1.06, -0.37, 1.36], [0.08, 0.47, -0.64], [0.12, -0.04, -0.38], [1.18, -1.42, -0.58], [0.71, -1.86, -0.20], [0.53, 0.89, 1.13]]}